one | A 13-piece molecular cluster, H26O13 overall. Source: the Open Molecules 2025 dataset; level of theory: wB97M-V/def2-TZVPD.

Last columns: bonded neighbours and bond lengths (Å).
Cartesian coordinates (Å):
1 H -0.753 0.365 0.260  O27 0.964
2 H -0.019 -0.893 0.696  O27 0.964
3 H 2.955 -1.856 -0.648  O28 0.964
4 H 4.444 -1.721 -0.920  O28 0.964
5 H -3.495 0.344 1.401  O29 0.964
6 H -2.038 0.631 1.728  O29 0.964
7 H -0.808 4.395 -1.570  O30 0.964
8 H -2.199 4.188 -0.995  O30 0.964
9 H -0.301 0.310 -2.114  O31 0.964
10 H 0.402 -0.996 -2.444  O31 0.964
11 H 1.604 2.845 2.461  O32 0.964
12 H 3.117 2.792 2.327  O32 0.964
13 H -5.262 1.951 0.287  O33 0.964
14 H -4.583 1.248 -0.877  O33 0.964
15 H -2.541 -3.339 0.502  O34 0.964
16 H -1.266 -4.163 0.576  O34 0.964
17 H 1.576 1.967 -0.270  O35 0.964
18 H 1.882 0.561 0.220  O35 0.964
19 H 1.248 -2.377 0.400  O36 0.964
20 H 0.186 -2.416 -0.686  O36 0.964
21 H 4.180 -0.046 0.548  O37 0.964
22 H 4.095 -1.026 1.706  O37 0.964
23 H -5.946 -1.718 0.414  O38 0.964
24 H -4.585 -1.043 0.370  O38 0.964
25 H 3.319 -0.077 -1.363  O39 0.964
26 H 4.719 0.451 -1.096  O39 0.964
27 O -0.673 -0.575 0.062  H1 0.964, H2 0.964
28 O 3.783 -1.592 -0.231  H3 0.964, H4 0.964
29 O -2.863 0.335 2.129  H5 0.964, H6 0.964
30 O -1.554 4.876 -1.194  H7 0.964, H8 0.964
31 O -0.443 -0.642 -2.144  H9 0.964, H10 0.964
32 O 2.310 2.859 1.805  H11 0.964, H12 0.964
33 O -5.447 1.387 -0.472  H13 0.964, H14 0.964
34 O -1.715 -3.505 0.033  H15 0.964, H16 0.964
35 O 2.265 1.293 -0.276  H17 0.964, H18 0.964
36 O 0.734 -2.989 -0.139  H19 0.964, H20 0.964
37 O 4.677 -0.369 1.308  H21 0.964, H22 0.964
38 O -5.076 -1.788 0.005  H23 0.964, H24 0.964
39 O 4.073 0.331 -1.802  H25 0.964, H26 0.964

Values from the calculation:
LUMO energy = -0.03736 Eh

These are the Mulliken partial charges, in e, on atoms 1 to 4:
1. H 0.1662
2. H 0.2679
3. H 0.2999
4. H 0.3297

---

two | A 13-piece molecular cluster, H26O13 overall. Source: the Open Molecules 2025 dataset; level of theory: wB97M-V/def2-TZVPD.

Last columns: bonded neighbours and bond lengths (Å).
Cartesian coordinates (Å):
1 O 3.810 0.970 11.162  H2 0.965, H3 0.974
2 H 3.681 1.892 10.910  O1 0.965
3 H 2.975 0.699 11.585  O1 0.974
4 O 6.943 -1.939 14.881  H5 0.971, H6 0.961
5 H 6.713 -1.913 13.938  O4 0.971
6 H 6.591 -2.777 15.193  O4 0.961
7 O 6.207 0.341 12.685  H8 0.971, H9 0.977
8 H 6.360 -0.507 12.237  O7 0.971
9 H 5.495 0.773 12.173  O7 0.977
10 O 5.665 -4.925 13.119  H11 0.964, H12 0.973
11 H 5.718 -5.468 13.913  O10 0.964
12 H 4.730 -4.683 12.996  O10 0.973
13 O 6.580 -2.720 11.596  H14 0.976, H15 0.977
14 H 5.733 -2.410 11.225  O13 0.976
15 H 6.335 -3.400 12.253  O13 0.977
16 O 3.958 -1.812 13.012  H17 0.963, H18 0.962
17 H 3.480 -1.045 13.344  O16 0.963
18 H 3.260 -2.377 12.667  O16 0.962
19 O 1.539 -0.043 12.844  H20 0.964, H21 0.976
20 H 0.582 0.016 12.748  O19 0.964
21 H 1.708 0.095 13.796  O19 0.976
22 O 4.467 -1.723 9.604  H23 0.973, H24 0.966
23 H 3.622 -2.049 9.961  O22 0.973
24 H 4.379 -0.761 9.639  O22 0.966
25 O 2.767 -4.682 12.384  H26 0.968, H27 0.968
26 H 2.841 -5.632 12.211  O25 0.968
27 H 2.723 -4.608 13.348  O25 0.968
28 O 5.245 0.447 15.440  H29 0.977, H30 0.962
29 H 5.445 0.364 14.488  O28 0.977
30 H 6.115 0.479 15.849  O28 0.962
31 O 1.784 -2.696 10.633  H32 0.963, H33 0.972
32 H 1.009 -3.000 10.149  O31 0.963
33 H 1.959 -3.380 11.300  O31 0.972
34 O 0.254 -3.297 13.865  H35 0.968, H36 0.964
35 H 0.920 -2.632 13.639  O34 0.968
36 H 0.522 -3.644 14.723  O34 0.964
37 O 2.554 -0.302 15.528  H38 0.961, H39 0.989
38 H 2.392 -0.162 16.465  O37 0.961
39 H 3.533 -0.204 15.435  O37 0.989

Values from the calculation:
LUMO energy = -0.01384 Eh

These are the Mulliken partial charges, in e, on atoms 1 to 4:
1. O -0.6097
2. H 0.2691
3. H 0.3019
4. O -0.6165

---

In kcal/mol, relative to the most stable structure: one 116.0; two 0.0.

---

one | A 13-piece molecular cluster, H26O13 overall. Source: the Open Molecules 2025 dataset; level of theory: wB97M-V/def2-TZVPD.

Last columns: bonded neighbours and bond lengths (Å).
Cartesian coordinates (Å):
1 O -1.377 0.091 3.473  H2 0.873, H3 1.018
2 H -1.846 -0.095 4.186  O1 0.873
3 H -1.615 -0.445 2.641  O1 1.018
4 O 0.512 -0.083 -0.542  H5 0.968, H6 1.049
5 H -0.131 0.577 -0.246  O4 0.968
6 H 0.564 0.440 -1.450  O4 1.049
7 O -2.357 -3.260 -1.111  H8 0.963, H9 0.981
8 H -2.953 -3.414 -0.371  O7 0.963
9 H -1.609 -3.488 -0.520  O7 0.981
10 O -1.043 3.177 2.186  H11 0.923, H12 1.023
11 H -0.644 3.274 3.012  O10 0.923
12 H -1.982 3.381 2.535  O10 1.023
13 O 0.363 -1.989 -2.926  H14 0.972, H15 0.898
14 H 0.266 -1.378 -3.676  O13 0.972
15 H 1.003 -1.663 -2.387  O13 0.898
16 O 0.946 1.619 3.405  H17 0.940, H18 0.881
17 H 0.159 1.117 3.287  O16 0.940
18 H 0.973 2.255 2.797  O16 0.881
19 O -0.061 2.608 -2.325  H20 0.945, H21 0.960
20 H 0.832 2.894 -2.442  O19 0.945
21 H -0.287 2.016 -3.047  O19 0.960
22 O 0.047 2.270 0.211  H23 0.953, H24 1.034
23 H 0.556 2.983 0.585  O22 0.953
24 H -0.688 2.753 -0.335  O22 1.034
25 O 1.114 -3.727 -0.611  H26 1.024, H27 1.045
26 H 0.991 -3.344 0.331  O25 1.024
27 H 0.578 -3.166 -1.310  O25 1.045
28 O -0.938 -1.841 0.990  H29 1.010, H30 0.964
29 H -0.683 -2.628 1.569  O28 1.010
30 H -0.194 -1.427 0.541  O28 0.964
31 O 2.701 0.301 0.934  H32 0.975, H33 0.925
32 H 2.469 -0.060 1.810  O31 0.975
33 H 1.854 0.253 0.565  O31 0.925
34 O 3.455 -0.940 -1.544  H35 1.008, H36 1.028
35 H 3.625 -0.781 -0.563  O34 1.008
36 H 3.788 -0.267 -2.246  O34 1.028
37 O -3.232 1.473 -2.326  H38 0.916, H39 0.902
38 H -2.649 0.770 -2.252  O37 0.916
39 H -3.405 1.849 -1.524  O37 0.902

Values from the calculation:
LUMO energy = -0.00910 Eh

These are the Mulliken partial charges, in e, on atoms 1 to 4:
1. O -0.6264
2. H 0.2302
3. H 0.3188
4. O -0.5131

---

two | A 13-piece molecular cluster, H26O13 overall. Source: the Open Molecules 2025 dataset; level of theory: wB97M-V/def2-TZVPD.

Last columns: bonded neighbours and bond lengths (Å).
Cartesian coordinates (Å):
1 H -0.081 -0.683 0.475  O27 0.955
2 H -0.822 0.164 -0.585  O27 1.026
3 H -4.494 -0.707 3.211  O28 0.980
4 H -3.576 -0.192 2.109  O28 0.916
5 H -0.083 -0.336 3.484  O29 0.977
6 H 0.414 -0.671 2.203  O29 0.911
7 H 4.285 -0.638 1.364  O30 0.973
8 H 3.417 -0.951 0.260  O30 0.933
9 H 3.687 -4.043 -0.299  O31 0.888
10 H 3.264 -3.089 -1.301  O31 0.979
11 H 1.986 3.267 -0.282  O32 0.964
12 H 2.262 3.032 1.213  O32 0.921
13 H 1.442 -0.699 -2.164  O33 0.974
14 H 2.390 -1.734 -1.611  O33 0.965
15 H -2.392 -1.496 -1.738  O34 0.954
16 H -1.961 -2.517 -0.737  O34 0.962
17 H -2.585 1.508 -0.463  O35 0.909
18 H -3.916 2.362 -0.509  O35 0.968
19 H -5.755 -0.547 -0.967  O36 0.935
20 H -4.516 -1.407 -0.719  O36 0.925
21 H 3.357 1.537 1.357  O37 0.930
22 H 2.182 0.691 1.580  O37 0.981
23 H -0.848 3.207 -2.434  O38 0.883
24 H 0.532 2.676 -2.087  O38 0.964
25 H 0.845 1.114 -1.217  O39 0.983
26 H 0.872 0.858 0.282  O39 0.963
27 O -0.208 -0.650 -0.472  H1 0.955, H2 1.026
28 O -3.569 -0.479 2.979  H3 0.980, H4 0.916
29 O -0.403 -0.538 2.583  H5 0.977, H6 0.911
30 O 4.273 -1.176 0.554  H7 0.973, H8 0.933
31 O 3.190 -3.308 -0.350  H9 0.888, H10 0.979
32 O 2.381 2.679 0.372  H11 0.964, H12 0.921
33 O 2.381 -0.827 -1.940  H13 0.974, H14 0.965
34 O -2.651 -2.343 -1.383  H15 0.954, H16 0.962
35 O -3.447 1.579 -0.184  H17 0.909, H18 0.968
36 O -5.166 -1.173 -1.335  H19 0.935, H20 0.925
37 O 2.771 1.010 0.863  H21 0.930, H22 0.981
38 O -0.339 2.937 -1.764  H23 0.883, H24 0.964
39 O 0.880 1.582 -0.353  H25 0.983, H26 0.963

Values from the calculation:
LUMO energy = -0.00998 Eh

These are the Mulliken partial charges, in e, on atoms 1 to 4:
1. H 0.1404
2. H 0.2804
3. H 0.2983
4. H 0.2901

---

three | A 13-piece molecular cluster, H26O13 overall. Source: the Open Molecules 2025 dataset; level of theory: wB97M-V/def2-TZVPD.

Last columns: bonded neighbours and bond lengths (Å).
Cartesian coordinates (Å):
1 O 1.558 -6.765 -7.217  H2 0.957, H3 0.957
2 H 1.052 -7.417 -6.731  O1 0.957
3 H 2.371 -6.674 -6.721  O1 0.957
4 O -1.504 -4.151 -6.828  H5 0.957, H6 0.957
5 H -1.980 -4.946 -6.588  O4 0.957
6 H -0.724 -4.468 -7.285  O4 0.957
7 O -0.641 -2.829 -11.927  H8 0.957, H9 0.957
8 H -0.004 -3.530 -12.057  O7 0.957
9 H -1.132 -3.092 -11.148  O7 0.957
10 O -3.089 -8.155 -6.517  H11 0.957, H12 0.957
11 H -3.902 -8.513 -6.161  O10 0.957
12 H -2.522 -8.917 -6.638  O10 0.957
13 O -0.198 -8.933 -13.383  H14 0.957, H15 0.957
14 H -0.963 -8.908 -13.957  O13 0.957
15 H -0.385 -8.284 -12.705  O13 0.957
16 O -5.539 -4.528 -6.512  H17 0.957, H18 0.957
17 H -5.061 -4.948 -5.797  O16 0.957
18 H -5.610 -5.205 -7.184  O16 0.957
19 O -3.364 -11.617 -10.717  H20 0.957, H21 0.957
20 H -2.685 -11.204 -10.184  O19 0.957
21 H -2.882 -12.115 -11.376  O19 0.957
22 O -6.507 -4.339 -12.512  H23 0.957, H24 0.957
23 H -6.226 -4.815 -13.293  O22 0.957
24 H -7.234 -3.794 -12.812  O22 0.957
25 O -5.775 -9.766 -13.507  H26 0.957, H27 0.957
26 H -5.456 -10.057 -12.653  O25 0.957
27 H -6.588 -9.299 -13.313  O25 0.957
28 O 2.513 -5.663 -11.064  H29 0.957, H30 0.957
29 H 2.235 -6.137 -10.280  O28 0.957
30 H 3.416 -5.946 -11.208  O28 0.957
31 O -2.186 -6.765 -10.179  H32 0.957, H33 0.957
32 H -2.027 -7.164 -9.323  O31 0.957
33 H -3.140 -6.750 -10.263  O31 0.957
34 O -6.942 -6.826 -9.319  H35 0.957, H36 0.957
35 H -7.739 -7.278 -9.598  O34 0.957
36 H -6.747 -6.221 -10.035  O34 0.957
37 O -0.301 -10.902 -7.738  H38 0.957, H39 0.957
38 H -0.411 -11.681 -7.193  O37 0.957
39 H 0.647 -10.789 -7.807  O37 0.957

Values from the calculation:
LUMO energy = -0.01074 Eh

These are the Mulliken partial charges, in e, on atoms 1 to 4:
1. O -0.6019
2. H 0.3018
3. H 0.3091
4. O -0.6142

---

In kcal/mol, relative to the most stable structure: one 52.0; two 168.3; three 0.0.